No. 1
C32H51N3O19S | ωB97M-V with the def2-TZVPD basis set

XYZ file:
```
106
C32H51N3O19S, DFT ωB97M-V with the def2-TZVPD basis set
S 0.129 -4.161 -4.815
O 1.504 -0.848 3.826
O 1.529 -0.817 -0.257
O -3.385 -1.753 1.650
O 3.376 2.729 1.059
O -3.380 2.887 3.044
O 2.222 -2.370 2.336
O 4.423 1.233 -0.318
O -5.208 2.016 3.946
O -2.263 5.113 1.303
O 2.152 -0.775 -2.379
O 0.378 0.565 -1.544
O -2.082 3.493 0.140
O 0.212 -4.474 -3.354
O -0.535 3.896 1.725
O -4.773 4.168 4.357
O 3.734 -0.923 3.231
O 3.612 3.094 -1.028
O -1.504 -3.071 1.553
O -2.443 -2.462 -0.333
N 5.546 -2.839 -0.276
N -3.400 0.712 -1.157
N 0.923 3.203 7.585
C -3.131 5.390 0.290
C -3.278 1.518 2.797
C -0.718 -3.690 0.537
C -4.465 3.117 3.892
C -3.854 0.622 -2.224
C 4.498 -1.794 2.388
C -3.414 3.903 -0.007
C 4.941 -3.172 -1.194
C -2.807 0.383 -5.211
C 2.625 -5.281 -0.839
C -0.058 2.166 4.208
C -2.483 -2.309 1.007
C -4.701 1.215 2.954
C 0.733 0.026 0.630
C 3.747 2.224 -0.101
C -0.353 -2.378 -4.780
C -4.588 0.581 -3.465
C -0.073 0.859 -0.229
C 1.764 -3.961 -5.556
C 1.404 -0.272 -1.500
C 2.737 4.126 -0.603
C 4.146 -3.574 -2.405
C 0.440 2.615 6.769
C 2.431 -1.407 3.292
C 3.366 -2.746 1.749
C 1.447 2.586 3.970
C -3.880 1.316 -4.576
C -0.208 1.779 5.676
C -1.281 -3.122 -0.721
C -1.471 4.211 1.046
C 3.313 -4.890 -2.167
C 2.992 4.005 0.869
H 2.948 -6.257 -0.479
H -4.048 5.749 0.757
H -1.264 1.716 5.939
H 3.301 4.957 -1.026
H 1.413 0.631 1.229
H -1.057 0.439 -0.023
H 3.318 -2.546 0.679
H 3.554 -3.808 1.911
H -3.383 2.223 -4.233
H -2.610 0.938 3.434
H 4.730 -3.637 -3.323
H -2.807 6.123 -0.450
H -4.950 -0.420 -3.700
H 0.418 0.896 5.808
H 1.611 3.565 3.520
H -3.449 -0.419 -5.576
H -5.304 1.240 2.047
H -3.021 1.322 1.756
H -5.338 1.370 -3.415
H 2.410 -3.182 -5.152
H -0.575 -2.443 -1.200
H 5.211 -2.329 3.015
H -1.368 -2.231 -4.410
H 1.737 3.932 -0.992
H 0.154 -0.650 1.259
H -0.605 1.525 3.517
H -3.706 3.772 -1.049
H 2.062 4.179 1.410
H -1.603 -3.865 -1.450
H 1.970 2.458 4.917
H 4.015 -5.723 -2.209
H 1.829 -3.777 -6.629
H -0.061 1.928 -0.017
H 2.309 -4.900 -5.652
H 2.744 -4.917 -3.096
H 0.320 -3.465 0.779
H -0.483 -2.225 -5.851
H -0.957 -4.749 0.434
H -2.330 0.916 -6.034
H 3.706 4.697 1.316
H 2.785 -4.525 -0.070
H -0.608 3.094 4.051
H 1.853 1.881 3.244
H 1.547 -5.437 -0.788
H 3.397 -2.785 -2.471
H -4.861 0.155 3.147
H -2.117 -0.055 -4.490
H -4.151 3.443 0.651
H -4.553 1.654 -5.364
H 4.942 -1.182 1.604
H 0.342 -1.939 -4.065
```

Values from the calculation:
LUMO energy (alpha / beta), eV: 1.858 / 1.875
<S²>: 0.750
2S+1: 2
Orbital gap (alpha / beta), hartree: 0.06116 / 0.34755
Total charge: -1
Total energy, hartree: -3241.7350

No. 2
C32H51N4NbSSi5Te | ωB97M-V with the def2-TZVPD basis set

XYZ file:
```
95
C32H51N4NbSSi5Te, DFT ωB97M-V with the def2-TZVPD basis set
Te 0.000 0.000 -2.817
Nb 0.000 0.000 0.000
S 0.420 2.460 0.000
Si 2.114 0.432 -5.954
Si -1.461 1.589 -5.954
Si 3.271 4.489 0.000
Si -0.006 -0.017 -5.300
Si -0.675 -2.085 -5.931
N -1.732 1.015 0.781
N 1.015 -1.749 0.774
N -0.781 -0.774 1.745
N 2.037 0.420 0.000
C 4.435 0.468 0.000
C 0.430 -3.393 -5.188
C 4.409 1.858 0.000
C 1.606 -3.575 2.182
C 2.888 -3.158 0.201
C -0.792 -2.433 3.681
C -3.884 2.690 1.332
C 3.230 -0.198 0.000
C -0.670 -2.281 -7.787
C -0.305 -1.881 2.471
C 2.497 5.215 -1.552
C -0.919 3.267 -5.343
C 2.497 5.215 1.552
C -1.879 -1.868 4.299
C -2.393 -2.449 -5.301
C 5.093 5.057 0.000
C 2.264 0.520 -7.812
C 3.184 2.566 0.000
C -3.558 1.634 2.180
C -3.148 1.296 -5.211
C -2.470 0.836 1.845
C 3.295 -0.868 -5.325
C -2.438 -0.777 3.685
C 2.016 1.781 0.000
C -2.056 2.042 -0.035
C 0.821 -2.479 1.841
C -1.884 -0.293 2.476
C -1.628 1.661 -7.811
C 2.661 -3.918 1.341
C -3.116 2.902 0.195
C 2.041 -2.089 -0.036
C 2.702 2.050 -5.230
H -3.580 0.356 -5.593
H 3.298 -4.767 1.571
H -4.149 1.457 3.069
H -2.660 -3.494 -5.563
H 3.213 -0.944 -4.221
H -3.333 3.711 -0.492
H -3.066 1.252 -4.106
H 2.104 2.889 -5.624
H 2.916 4.744 2.447
H 5.609 4.689 0.892
H 1.420 -4.161 3.073
H 3.180 -1.281 0.000
H -2.421 -2.327 -4.199
H 3.697 -3.388 -0.482
H -0.802 3.243 -4.240
H 0.354 -2.128 -8.177
H 3.318 0.737 -8.083
H -3.124 -1.774 -5.779
H 3.761 2.211 -5.516
H 2.620 2.014 -4.124
H 2.698 6.289 -1.608
H -0.646 1.884 -8.269
H 5.361 2.378 0.000
H 1.413 5.077 1.565
H -1.008 -3.305 -8.046
H 2.916 4.744 -2.447
H 0.040 -4.395 -5.463
H 1.052 1.052 1.052
H 0.032 3.556 -5.822
H -2.346 2.463 -8.081
H -3.820 2.130 -5.498
H 5.609 4.689 -0.892
H 5.139 6.150 0.000
H 1.413 5.077 -1.565
H -3.299 -0.303 4.143
H 5.370 -0.076 0.000
H -1.360 -1.545 -8.245
H -0.324 -3.298 4.138
H -4.727 3.337 1.556
H 1.616 1.327 -8.203
H 0.437 -3.292 -4.084
H -1.689 4.017 -5.615
H 2.698 6.289 1.608
H 4.330 -0.579 -5.598
H -1.416 2.152 -0.905
H 1.968 -0.448 -8.260
H 3.071 -1.842 -5.793
H -2.008 0.693 -8.190
H -2.277 -2.266 5.226
H 1.456 -3.300 -5.581
H 2.162 -1.454 -0.909
```

Values from the calculation:
LUMO energy, eV: -7.608
2S+1: 1
Orbital gap, hartree: 0.17043
Total charge: +2
Total energy, hartree: -3639.0651

No. 3
C32H51N4OV | ωB97M-V with the def2-TZVPD basis set

XYZ file:
```
89
C32H51N4OV, DFT ωB97M-V with the def2-TZVPD basis set
V 0.047 0.762 0.046
O -1.411 -0.158 -1.053
N 1.905 0.120 -0.179
N -1.459 -2.418 -1.275
N -3.404 -1.132 -1.429
N 0.092 -0.109 1.914
C -1.796 -2.090 4.129
C -0.118 2.630 0.174
C -2.064 -1.207 -1.253
C 2.857 0.133 -1.229
C 3.491 0.694 -3.477
C -4.058 0.161 -1.492
C 4.100 -0.499 -1.031
C 1.552 0.597 3.520
C 3.871 -2.766 -0.044
C -0.012 -2.536 -1.216
C -1.151 3.513 0.854
C 2.526 0.690 -2.474
C -2.778 0.209 4.041
C 4.740 0.137 -3.278
C 5.864 -1.370 0.596
C 0.442 0.395 -3.843
C 4.390 -1.346 0.198
C -2.178 -3.640 -1.609
C -3.622 -3.537 -1.170
C -2.544 2.898 0.739
C -2.539 -1.136 1.961
C -0.804 3.660 2.342
C 0.369 0.176 4.132
C -1.162 4.896 0.195
C 1.163 1.261 -2.812
C -0.505 -0.234 3.122
C 1.235 2.719 -3.262
C 1.366 0.395 2.151
C -4.226 -2.284 -1.761
C -1.894 -0.801 3.302
C 2.202 0.637 1.023
C 5.028 -0.469 -2.067
H -2.783 -2.548 4.243
H -0.207 5.400 0.353
H -3.672 -3.490 -0.080
H -3.369 0.944 -1.202
H 2.441 0.981 3.995
H 3.836 -0.956 1.049
H -2.111 -3.839 -2.685
H 5.978 -1.851 1.568
H 0.170 0.153 5.193
H -0.537 0.817 -4.080
H 4.362 -3.208 -0.914
H 0.240 -3.403 -0.604
H 3.124 1.203 1.151
H -1.324 4.811 -0.882
H -4.912 0.169 -0.811
H -2.964 1.091 3.424
H -4.417 0.357 -2.506
H -1.134 -2.810 3.645
H -2.566 1.886 1.155
H 6.471 -1.936 -0.112
H 3.252 1.141 -4.435
H 1.692 2.803 -4.250
H 1.820 3.318 -2.564
H 0.234 3.148 -3.313
H 1.019 0.330 -4.767
H -2.578 -0.271 1.298
H -1.570 4.235 2.871
H 0.523 1.273 -1.923
H -1.953 5.531 0.607
H -2.310 0.548 4.965
H -3.287 3.489 1.283
H -0.712 2.683 2.824
H -2.851 2.840 -0.308
H -5.224 -2.103 -1.359
H 0.152 4.173 2.469
H -4.177 -4.416 -1.498
H 4.063 -3.404 0.821
H 0.761 3.209 -0.149
H -1.398 -1.891 5.125
H -3.742 -0.242 4.292
H -4.330 -2.376 -2.850
H 5.989 -0.945 -1.930
H 0.448 -1.666 -0.756
H 2.795 -2.761 -0.229
H -3.564 -1.479 2.128
H 0.418 -2.674 -2.212
H 5.479 0.154 -4.069
H -1.675 -4.462 -1.098
H 0.292 -0.618 -3.468
H -1.988 -1.926 1.445
H 6.281 -0.364 0.664
```

Values from the calculation:
LUMO energy (alpha / beta), eV: 0.359 / 0.357
<S²>: 2.324
2S+1: 3
Orbital gap (alpha / beta), hartree: 0.21326 / 0.24961
Total charge: 0
Energy relative to the best compared isomer or geometry (same formula, charge and spin), kcal/mol: 17.4
Total energy, hartree: -2488.1960

No. 4
C32H52AsGeN3O10PSSn | ωB97M-V with the def2-TZVPD basis set

XYZ file:
```
102
C32H52AsGeN3O10PSSn, DFT ωB97M-V with the def2-TZVPD basis set
Sn 0.619 1.099 -0.301
As -2.397 2.344 -0.940
Ge -2.582 -2.150 -0.196
S -4.147 -0.506 -2.221
P 3.353 1.014 0.771
O 4.914 0.661 0.918
O -2.228 3.966 -0.903
O -2.879 -0.751 -1.410
O 3.170 2.052 1.979
O -3.757 0.018 -3.504
O -1.852 1.510 0.386
O -1.426 1.775 -2.320
O 3.079 1.658 -0.563
O -5.013 -1.660 -2.225
O 2.435 -0.122 1.097
N 2.050 5.755 -3.084
N 1.136 6.588 -1.131
N 0.727 4.010 -0.204
C -7.042 1.587 -0.409
C 6.994 0.263 -0.139
C -6.408 2.767 -0.056
C -5.067 2.960 -0.351
C 4.392 3.967 1.018
C -4.329 1.980 -1.006
C 3.001 4.118 3.094
C -2.456 -3.628 -1.508
C 1.478 5.533 -1.857
C -5.625 -3.170 2.739
C 5.151 2.842 3.127
C -5.984 -4.487 3.424
C 1.998 -3.190 -1.357
C 5.732 -1.588 1.001
C -4.989 0.785 -1.352
C 2.082 -1.941 -3.398
C 0.348 5.064 0.519
C 5.619 -0.339 0.133
C 0.546 6.341 0.040
C -1.554 -5.768 -0.419
C 1.421 -0.892 -2.766
C 1.009 -0.956 -1.432
C -2.736 -5.077 -1.100
C -4.170 -2.063 0.983
C -6.334 0.596 -1.066
C -1.325 -5.292 1.014
C 1.255 4.229 -1.385
C 1.315 -2.144 -0.754
C 4.919 -0.682 -1.181
C -4.376 -3.293 1.870
C 3.939 3.234 2.281
C 2.380 -3.096 -2.692
H 7.601 -0.431 -0.722
H -3.618 -5.131 -0.455
H -6.960 3.541 0.462
H 2.493 4.987 -3.552
H -0.656 -5.582 -1.013
H 4.823 0.206 -1.805
H 6.218 -1.343 1.948
H 4.824 2.286 4.008
H 6.882 1.194 -0.696
H 0.242 7.212 0.610
H -2.974 -5.626 -2.015
H 5.013 4.823 1.285
H 5.814 2.200 2.550
H -5.468 -2.395 3.494
H 1.227 0.017 -3.332
H -6.869 -4.379 4.053
H -6.191 -5.258 2.678
H 2.112 4.340 2.505
H 4.960 3.288 0.382
H 1.544 3.360 -1.969
H -3.193 -3.321 -2.244
H 6.315 -2.355 0.488
H 2.365 6.686 -3.288
H -8.087 1.434 -0.171
H -1.932 1.169 -2.889
H 5.482 -1.450 -1.711
H 1.045 -2.230 0.294
H 4.730 -1.966 1.211
H 2.694 3.590 3.999
H -1.210 -4.205 1.049
H -0.128 4.864 1.469
H -6.461 -2.852 2.110
H 2.254 -4.078 -0.787
H -1.729 -6.848 -0.416
H -6.800 -0.335 -1.360
H 2.382 -1.860 -4.438
H -0.416 -5.732 1.427
H 5.687 3.738 3.444
H -3.499 -3.439 2.509
H -1.468 -3.549 -1.967
H -2.163 -5.570 1.655
H 7.500 0.479 0.804
H -4.074 -1.163 1.595
H 2.909 -3.913 -3.169
H -5.028 -1.928 0.326
H -5.161 -4.838 4.051
H -4.558 3.878 -0.086
H 3.523 4.303 0.450
H -4.473 -4.182 1.241
H 3.907 -1.037 -0.979
H -1.317 -1.572 0.431
H 3.500 5.049 3.369
```

Values from the calculation:
LUMO energy, eV: 2.432
2S+1: 1
Orbital gap, hartree: 0.25167
Total charge: -1
Total energy, hartree: -7433.9967

No. 5
C32H52BN4O6 | ωB97M-V with the def2-TZVPD basis set

XYZ file:
```
95
C32H52BN4O6, DFT ωB97M-V with the def2-TZVPD basis set
O 1.294 -7.067 -4.988
O 9.173 -0.385 -0.443
O 1.703 -3.004 -1.616
O -6.723 3.725 -1.078
O -7.211 2.079 -2.777
O 9.462 4.877 -0.966
N -6.391 -0.511 1.487
N -6.354 1.208 -0.605
N -4.618 2.369 0.488
N -5.137 0.004 1.071
C 4.718 -0.374 1.216
C 5.449 -1.341 0.202
C -2.973 1.129 1.831
C 1.388 -6.136 -4.217
C -0.054 2.139 0.652
C -6.631 -1.866 0.956
C 9.590 3.018 0.468
C 3.868 2.064 1.284
C -4.338 -3.121 1.356
C 9.397 3.671 -0.846
C 0.344 -5.873 -3.201
C -0.927 3.333 1.168
C -4.343 0.454 2.257
C 9.046 1.474 -1.877
C -4.073 -4.430 0.515
C 5.016 1.121 0.764
C -3.152 2.027 0.540
C -2.395 3.400 0.600
C 4.880 -2.817 0.211
C 1.610 -3.937 -2.389
C 9.239 0.822 -0.564
C -7.562 3.855 0.103
C 1.332 2.129 1.455
C 2.654 -4.199 -3.404
C 9.120 2.798 -2.008
C 0.448 -4.852 -2.352
C -2.875 1.236 -0.803
C -5.849 -2.985 1.783
C 2.528 1.943 0.427
C 2.550 -5.221 -4.254
C -5.397 1.192 0.292
C 9.516 1.694 0.599
B -6.741 2.378 -1.462
H 9.793 3.672 1.307
H -0.944 3.426 2.285
H 3.578 1.719 2.315
H -7.715 -2.150 1.039
H -4.179 -0.356 2.999
H -0.305 -4.644 -1.602
H -2.971 -4.557 0.416
H -2.633 1.764 2.681
H -0.500 -6.552 -3.188
H 4.196 -2.899 -0.669
H 6.526 -1.353 0.521
H -6.962 3.858 1.045
H 3.303 -5.428 -5.003
H -2.257 0.295 1.612
H 8.843 0.820 -2.716
H -4.900 2.891 1.320
H -6.477 -0.493 2.501
H 9.654 1.199 1.552
H 4.353 -3.061 1.159
H -2.982 4.048 1.314
H 5.128 -0.538 2.248
H -5.942 -2.666 2.857
H 2.467 0.900 0.030
H 5.965 1.456 1.260
H -3.982 -2.256 0.742
H -6.369 -3.961 1.601
H 1.466 3.034 2.089
H 5.071 1.217 -0.344
H -6.373 -1.975 -0.126
H -4.524 -5.281 1.085
H 1.339 1.200 2.086
H -3.584 1.532 -1.622
H 5.744 -3.506 0.045
H 2.461 2.716 -0.372
H -2.971 0.143 -0.588
H -4.529 -4.408 -0.501
H -0.414 4.269 0.812
H -4.978 1.240 2.760
H -8.239 2.959 0.161
H 3.609 -0.537 1.225
H -6.886 0.344 -0.741
H -8.143 4.797 -0.020
H -0.503 1.131 0.804
H 3.497 -3.521 -3.417
H 0.187 2.220 -0.442
H -1.855 1.445 -1.214
H -8.022 1.566 -2.633
H -2.473 3.908 -0.391
H -3.704 -3.191 2.280
H 4.161 3.139 1.346
H 5.414 -0.888 -0.825
H 8.982 3.293 -2.961
```

Values from the calculation:
LUMO energy, eV: -3.838
2S+1: 1
Orbital gap, hartree: 0.27745
Total charge: +1
Total energy, hartree: -1945.5396